{"formula": "C42H44BrNNbO4S3", "method": "the ωB97M-V functional and the def2-TZVPD basis", "elements": ["H", "C", "C", "H", "C", "C", "H", "H", "H", "Nb", "C", "H", "H", "C", "H", "C", "H", "H", "C", "O", "H", "H", "H", "S", "C", "H", "H", "H", "C", "Br", "C", "H", "C", "H", "H", "H", "H", "H", "C", "C", "N", "C", "H", "S", "O", "C", "H", "H", "C", "H", "C", "C", "C", "H", "C", "H", "C", "C", "O", "C", "C", "C", "H", "H", "S", "C", "H", "C", "C", "H", "H", "C", "C", "H", "H", "H", "O", "C", "H", "C", "H", "C", "C", "C", "H", "H", "C", "C", "C", "H", "H", "H", "C", "C", "C", "H"], "positions_angstrom": [[17.060, 10.412, 12.844], [15.910, 9.826, 14.526], [12.738, 9.713, 12.342], [10.110, 12.778, 7.069], [10.357, 10.513, 12.635], [7.239, 13.564, 13.509], [6.781, 12.824, 10.079], [5.988, 13.861, 11.284], [14.351, 12.903, 8.036], [12.719, 11.590, 13.555], [9.527, 11.614, 11.974], [14.887, 9.721, 11.900], [14.050, 14.985, 13.839], [12.440, 9.738, 9.535], [13.760, 13.279, 10.459], [8.723, 8.720, 11.820], [10.543, 15.573, 9.795], [15.942, 11.812, 16.314], [10.468, 17.328, 11.135], [8.845, 13.761, 11.648], [9.418, 11.486, 10.919], [8.843, 9.246, 10.865], [6.615, 14.411, 13.362], [13.224, 13.400, 15.567], [10.925, 12.964, 7.798], [14.568, 13.192, 17.520], [14.825, 15.161, 15.420], [14.561, 9.640, 9.434], [11.201, 15.105, 11.815], [7.013, 22.628, 17.258], [6.610, 12.959, 11.204], [9.948, 13.347, 13.189], [5.724, 21.579, 15.149], [12.425, 9.719, 8.425], [16.489, 13.502, 14.955], [6.683, 12.831, 14.095], [10.497, 18.838, 12.618], [17.407, 11.357, 14.278], [10.686, 15.937, 10.826], [7.742, 13.060, 12.198], [3.602, 20.404, 14.972], [11.359, 15.588, 13.093], [12.579, 12.557, 6.427], [15.403, 12.244, 13.070], [8.199, 11.688, 12.484], [13.861, 9.731, 11.461], [9.887, 9.268, 14.998], [15.656, 8.984, 13.898], [5.573, 21.668, 16.496], [2.599, 20.086, 16.701], [8.026, 7.539, 12.072], [8.658, 7.578, 14.374], [14.982, 11.405, 16.541], [7.222, 6.216, 13.500], [11.339, 13.670, 11.587], [11.718, 15.009, 13.917], [13.269, 12.912, 8.331], [15.777, 13.716, 14.144], [12.393, 13.094, 12.511], [9.400, 9.342, 12.906], [10.004, 13.067, 12.133], [11.447, 9.901, 11.794], [6.544, 22.117, 14.675], [4.398, 21.179, 18.211], [14.290, 10.519, 15.117], [11.145, 16.942, 13.382], [8.135, 13.878, 14.103], [11.368, 9.795, 10.349], [4.509, 21.074, 17.144], [16.459, 9.593, 15.439], [11.276, 17.309, 14.398], [16.620, 10.872, 13.736], [4.661, 21.002, 14.373], [4.667, 20.955, 13.224], [8.639, 7.155, 15.327], [10.347, 9.882, 9.944], [10.971, 11.040, 13.791], [3.524, 20.464, 16.283], [5.958, 12.165, 11.484], [14.043, 12.476, 16.954], [7.421, 7.094, 11.273], [12.971, 13.176, 9.714], [12.240, 12.743, 7.417], [11.641, 13.305, 10.123], [16.398, 14.344, 13.414], [10.028, 17.909, 10.305], [7.943, 7.008, 13.370], [10.593, 13.248, 9.136], [10.715, 17.818, 12.394], [9.549, 13.287, 9.402], [15.183, 10.677, 17.345], [13.149, 12.023, 17.476], [9.393, 8.741, 14.166], [14.519, 14.404, 14.710], [13.755, 9.692, 10.106], [12.770, 9.033, 13.293]], "forces_ev_per_a": [[-0.020, 0.336, 0.057], [-1.455, 0.374, 0.194], [0.336, -0.654, 1.644], [0.593, 0.447, 0.539], [-2.813, -1.634, -1.057], [1.513, 0.539, 1.149], [0.547, 0.137, 1.688], [0.254, -0.107, -0.131], [-1.285, -0.206, 0.138], [-0.956, 3.483, -0.031], [-0.339, 1.256, -0.164], [-0.949, -0.384, -0.354], [-0.063, -0.991, 1.417], [2.334, -0.642, -0.767], [-0.012, 0.038, -0.350], [0.969, 0.567, 1.024], [-0.068, 0.366, 0.791], [0.666, 0.254, -0.663], [-0.450, -2.019, -1.801], [0.617, -0.434, -0.304], [0.420, -0.673, -0.965], [-0.777, -0.824, 0.185], [-0.445, 0.856, -0.030], [0.442, -0.404, -0.644], [-1.020, -0.681, 0.427], [0.234, 0.949, 1.113], [0.063, 0.178, 0.290], [1.182, 0.082, -0.421], [-0.037, 1.081, -0.304], [-0.119, 0.011, 0.921], [-0.586, 1.087, -1.909], [0.820, -0.476, 0.421], [-1.805, -0.171, -3.140], [-0.610, 0.009, 0.931], [-0.282, -0.511, -0.340], [0.135, -0.157, -0.352], [0.037, 0.546, 0.165], [0.284, 0.518, 0.222], [0.515, 1.696, 0.050], [-1.142, -1.590, -0.629], [0.887, 0.800, -1.086], [0.225, 2.043, 0.750], [-0.424, -0.225, -0.868], [1.606, -0.410, -0.101], [1.643, 0.157, -0.064], [2.083, -0.983, 0.151], [-0.203, -0.559, -0.345], [0.126, -0.504, 0.310], [0.443, -0.319, 0.522], [0.131, -0.206, 0.244], [-0.602, 0.694, -0.546], [0.440, 0.898, -0.078], [-0.108, -0.481, 0.086], [0.340, -0.339, 0.345], [-1.708, -1.635, -0.871], [-0.012, -0.643, 0.224], [0.778, 0.404, 1.953], [0.880, 0.292, -0.519], [0.454, -1.604, -0.128], [0.214, -1.356, 0.509], [-0.960, 0.618, 0.826], [0.307, 0.755, -3.093], [-0.246, -0.387, -0.085], [-0.228, -0.211, 0.061], [1.164, -2.346, 2.027], [0.022, -0.411, 0.116], [-0.802, -0.155, -0.157], [-2.765, 0.952, 1.984], [-0.938, -0.122, -1.203], [-0.172, -0.564, -0.155], [0.054, -0.110, -0.192], [-0.818, 1.288, -1.630], [0.749, -0.443, 0.184], [0.163, 0.208, 1.965], [-0.131, -0.534, 1.480], [0.873, -0.026, -0.076], [1.729, 0.035, 0.782], [0.971, 0.834, 1.613], [-0.392, -0.740, 0.438], [-2.191, -0.590, -0.574], [0.396, 0.126, 0.310], [-0.388, -0.269, -1.286], [1.026, 0.746, 0.703], [-0.055, -0.051, -0.569], [-1.295, -0.262, 1.202], [0.461, -0.005, 0.792], [-0.550, 0.152, -1.835], [1.441, -0.923, 0.078], [-0.214, -0.501, 0.026], [-0.050, 0.360, 0.191], [-0.474, 0.136, -0.245], [0.938, 0.818, -0.198], [0.233, 0.793, -0.232], [0.145, 0.731, -1.820], [-2.019, 0.593, 0.364], [0.096, 1.229, -1.292]], "e_tot_ev": -158017.17236, "charge": 3, "e_above_lowest_ev": 1.2930, "orbital_gap_ev": 1.96, "e_homo_ev": -13.23}